(1)
{"formula": "C23H23N3O5S", "method": "the ωB97M-V functional and the def2-TZVPD basis", "lumo_energy_ev": 0.288, "total_energy_ev": -49765.5344, "homo_energy_ev": -7.8, "smiles": "COc1ccc(/C=N/NC(=O)CN(c2ccc(OC)cc2)S(=O)(=O)c2ccccc2)cc1", "largest_force_ev_per_a": 1.170, "orbital_gap_ha": 0.29894, "species": ["C", "O", "C", "C", "C", "C", "C", "N", "N", "C", "O", "C", "N", "C", "C", "C", "C", "O", "C", "C", "C", "S", "O", "O", "C", "C", "C", "C", "C", "C", "C", "C", "H", "H", "H", "H", "H", "H", "H", "H", "H", "H", "H", "H", "H", "H", "H", "H", "H", "H", "H", "H", "H", "H", "H"], "xyz": [[-8.43576, 0.07660, -2.21363], [-8.11499, -0.16498, -0.86517], [-6.84226, 0.06485, -0.44477], [-6.59472, -0.18339, 0.90803], [-5.34153, 0.02075, 1.43716], [-4.29275, 0.47833, 0.63435], [-2.98375, 0.70126, 1.21407], [-2.03059, 1.11843, 0.47612], [-0.78092, 1.37533, 0.93797], [-0.28686, 1.30147, 2.19952], [-0.90392, 0.94902, 3.18325], [1.18430, 1.73071, 2.30194], [2.00902, 1.24871, 1.22016], [2.17857, -0.13133, 1.00661], [2.57754, -0.96172, 2.05379], [2.80896, -2.30013, 1.83199], [2.66259, -2.84969, 0.55677], [2.93503, -4.17861, 0.44614], [2.77225, -4.79628, -0.80776], [2.25906, -2.02469, -0.48588], [2.01175, -0.68115, -0.25675], [2.30477, 2.30788, -0.04163], [1.28720, 2.20472, -1.05803], [2.48528, 3.59708, 0.55410], [3.86104, 1.69702, -0.67091], [3.99940, 1.40517, -2.01307], [5.21879, 0.94020, -2.47831], [6.27582, 0.77561, -1.59751], [6.12493, 1.08009, -0.25310], [4.90920, 1.54797, 0.21594], [-4.54734, 0.72057, -0.71545], [-5.80213, 0.51891, -1.25347], [-9.49250, -0.16675, -2.31303], [-7.85348, -0.56135, -2.88633], [-8.28008, 1.12638, -2.48219], [-7.41079, -0.53465, 1.51973], [-5.16419, -0.17214, 2.48512], [-2.88684, 0.50250, 2.27871], [-0.17785, 1.70302, 0.18556], [1.24274, 2.82242, 2.27005], [1.56312, 1.39089, 3.26986], [2.70401, -0.55751, 3.04513], [3.11262, -2.94928, 2.63757], [1.73796, -4.72674, -1.15884], [3.44191, -4.36455, -1.55880], [3.03054, -5.84295, -0.65506], [2.11869, -2.41256, -1.48205], [1.66922, -0.06042, -1.06809], [3.15499, 1.54667, -2.66914], [5.34329, 0.70822, -3.52498], [7.22507, 0.41150, -1.96097], [6.95342, 0.95468, 0.42688], [4.76117, 1.80026, 1.25357], [-3.73795, 1.07448, -1.33378], [-5.96304, 0.71915, -2.30134]], "atomic_forces_ev_per_a": [[-0.0398, 0.0410, -0.2177], [0.1184, -0.0413, 0.2962], [0.1392, -0.0231, 0.2475], [-0.2655, -0.0130, -0.2465], [0.2476, 0.1102, -0.2082], [-0.6042, -0.0642, -0.4862], [0.6604, 0.0597, 0.5719], [-0.4807, -0.0531, -0.2859], [0.3172, 0.1201, -0.1017], [0.2530, -0.0351, -0.0078], [-0.1594, 0.0003, 0.1340], [-0.2773, 0.2786, 0.2551], [0.4595, 0.8257, -0.6892], [0.0224, -0.7648, -0.4016], [-0.0530, 0.1211, -0.1220], [-0.0266, -0.1587, -0.1278], [-0.0001, 0.1388, 0.0301], [0.0026, 0.2134, 0.2889], [-0.0203, -0.0931, -0.1921], [0.0983, -0.3587, -0.0183], [-0.1239, -0.0595, 0.2738], [0.3980, -0.0658, 0.4270], [0.1408, -0.2000, -0.2169], [0.1232, 0.0953, 0.1243], [-0.4851, 0.1403, 0.1319], [-0.1572, 0.0527, -0.0939], [-0.0080, 0.0485, 0.0122], [-0.0027, -0.0151, -0.0419], [-0.0727, 0.0476, 0.0666], [0.1341, 0.0409, 0.1000], [0.0659, -0.0652, 0.3580], [-0.3108, -0.0426, -0.1816], [0.0812, 0.0302, -0.0434], [-0.0130, 0.0373, 0.0240], [0.0080, -0.0450, 0.0044], [-0.0893, -0.0403, 0.0751], [0.0214, -0.0204, 0.1228], [0.1831, 0.0642, -0.0510], [-0.2237, -0.1367, 0.2648], [-0.0742, -0.0900, 0.2308], [-0.0968, 0.0409, -0.1598], [0.0412, 0.0529, 0.1411], [0.0372, -0.0684, 0.1086], [0.0355, 0.0117, 0.0050], [-0.0347, -0.0044, 0.0235], [-0.0293, 0.0688, -0.0683], [-0.0015, -0.0705, -0.0847], [-0.0635, -0.0473, -0.0938], [-0.0735, -0.0408, -0.1285], [-0.0050, -0.0140, -0.0832], [0.0753, -0.0381, -0.0281], [0.0559, -0.0065, 0.0697], [0.0561, -0.0145, 0.1733], [0.0574, 0.0414, -0.0984], [-0.0409, 0.0088, -0.0821]], "mulliken_charge": [-0.823, -0.450, 0.929, -0.548, -0.578, 0.707, -0.613, -1.096, 0.622, 0.915, -0.653, -1.196, 0.020, -0.434, -0.556, -0.753, 0.894, -0.468, -0.823, -0.623, -0.114, 1.706, -0.746, -0.855, 0.292, -0.275, -0.648, -0.404, -0.701, -0.439, -0.890, -0.433, 0.237, 0.331, 0.334, 0.432, 0.368, 0.486, 0.313, 0.540, 0.293, 0.342, 0.447, 0.328, 0.326, 0.238, 0.406, 0.719, 0.456, 0.408, 0.408, 0.403, 0.426, 0.418, 0.371]}

(2)
{"formula": "C23H23N5O4V", "method": "the ωB97M-V functional and the def2-TZVPD basis", "lumo_energy_ev": [-10.809, -10.802], "total_energy_ev": -65525.7072, "homo_energy_ev": [-16.7, -16.4], "largest_force_ev_per_a": 6.265, "orbital_gap_ha": [0.21807, 0.20561], "total_charge": 3, "species": ["V", "O", "C", "C", "C", "C", "C", "C", "C", "N", "C", "C", "N", "H", "H", "H", "H", "H", "H", "H", "C", "O", "C", "C", "C", "C", "C", "C", "O", "C", "O", "C", "H", "H", "H", "H", "H", "H", "H", "H", "H", "N", "C", "H", "C", "N", "C", "C", "N", "C", "H", "H", "H", "H", "H", "H"], "xyz": [[0.43352, -1.07919, -0.70497], [-0.64896, -2.11366, -1.34145], [-1.65684, -2.96252, -1.15629], [-2.19303, -3.74378, -2.17035], [-3.27013, -4.56859, -1.90077], [-3.81619, -4.64334, -0.61605], [-3.29006, -3.88504, 0.40316], [-2.21113, -3.02131, 0.15301], [-1.69120, -2.09318, 1.10742], [-0.61609, -1.35546, 0.98713], [-0.61495, -0.36588, 2.05693], [-1.81605, -0.74760, 2.89034], [-2.39008, -1.72988, 2.29365], [-1.75105, -3.68846, -3.15679], [-3.69030, -5.17089, -2.69505], [-4.64750, -5.30473, -0.41635], [-3.70402, -3.98469, 1.40039], [0.30418, -0.40565, 2.65243], [-2.16551, -0.28493, 3.80476], [-3.23248, -2.20253, 2.61680], [-1.56790, 5.14696, 4.13816], [-0.18963, 5.04651, 3.74778], [0.26076, 4.03921, 3.06635], [1.64880, 4.03364, 2.78611], [2.21471, 3.00028, 2.11268], [1.43757, 1.91543, 1.61620], [2.04230, 0.89226, 0.84847], [3.52066, 0.68282, 0.86381], [1.34622, 0.09290, 0.11956], [0.04031, 1.94017, 1.90853], [-0.79437, 0.91092, 1.48443], [-0.53351, 2.95621, 2.61764], [-1.62690, 6.01668, 4.78223], [-1.88055, 4.26089, 4.69097], [-2.20577, 5.29961, 3.26734], [2.23860, 4.87620, 3.12191], [3.27625, 3.02881, 1.90811], [3.87936, 0.62562, 1.89192], [4.04814, 1.51307, 0.38838], [3.77024, -0.23589, 0.33874], [-1.59651, 2.92329, 2.81495], [2.50484, -3.36480, -0.74157], [1.74671, -2.50389, -0.64701], [3.15726, -4.12665, -0.82035], [0.70616, 0.84088, -5.86320], [1.15482, 0.41950, -4.54072], [2.45075, 0.44152, -4.09753], [2.43542, -0.06197, -2.83450], [1.14000, -0.39316, -2.49956], [0.39768, -0.08263, -3.56120], [1.32690, 1.66079, -6.21301], [-0.32722, 1.17390, -5.82069], [0.78549, 0.01780, -6.57158], [3.26488, 0.80680, -4.69992], [3.26239, -0.21557, -2.16268], [-0.66699, -0.22681, -3.64869]], "atomic_forces_ev_per_a": [[1.2257, 0.9543, -1.1525], [-4.4163, -3.4144, -2.8438], [-0.6806, -0.5934, 0.6519], [0.3322, 0.2254, -0.1100], [0.0772, 0.0417, 0.0630], [-0.0333, -0.0326, 0.1960], [-0.1367, -0.0719, 0.0116], [0.2040, 0.2710, -0.0602], [0.7490, -0.0969, -0.9853], [-1.4003, -0.3309, 1.1979], [0.3743, 0.3174, -0.1962], [-0.0734, -0.1960, -0.3668], [-0.2061, 0.2116, 0.9030], [-0.0647, -0.0330, -0.0142], [0.0039, 0.0000, -0.0081], [0.0090, -0.0111, -0.0291], [-0.0391, 0.0023, -0.0254], [-0.0273, -0.1193, 0.0404], [-0.0949, -0.0607, 0.0067], [-0.0454, 0.0638, -0.0139], [-0.3653, 0.0215, 0.0218], [0.1517, 0.1374, 0.0650], [0.1668, -0.3167, -0.2179], [0.0695, 0.2317, 0.0993], [-0.0301, -0.0439, 0.0086], [-0.3858, -0.4922, -0.1517], [0.1898, 0.4803, 0.2005], [-0.0257, -0.0555, -0.1403], [2.9490, 3.8300, 2.9538], [0.3277, 0.2073, 0.1224], [-0.2618, -0.0853, 0.2620], [-0.2641, -0.0844, -0.0521], [0.0545, -0.0030, -0.0008], [0.0886, 0.0044, 0.0210], [0.0915, -0.0179, -0.0490], [-0.0088, -0.0242, 0.0292], [-0.0154, 0.0061, 0.0314], [0.0087, -0.0043, -0.0072], [-0.0545, 0.0007, -0.0533], [0.0249, 0.0226, 0.0042], [0.0288, 0.0183, 0.0027], [-0.0194, 0.0155, 0.0759], [1.2902, -1.2343, 0.1348], [0.0080, -0.0100, -0.0061], [-0.1097, -0.0265, -0.3696], [-0.0211, 0.0182, 0.1520], [0.1524, -0.0525, 0.1968], [0.0623, 0.0373, -0.1621], [0.0655, 0.2728, -0.5668], [0.0897, -0.0281, -0.0362], [0.0038, 0.0302, 0.0860], [0.0093, 0.0064, 0.0877], [0.0262, -0.0225, 0.0622], [-0.0450, -0.0085, -0.0444], [-0.0082, 0.0140, -0.0135], [-0.0010, 0.0279, -0.0113]], "mulliken_charge": [1.167, -0.292, 0.361, -0.704, -0.568, -0.917, -0.775, 0.518, 0.560, 0.041, -0.150, -0.294, 0.102, 0.520, 0.455, 0.450, 0.408, 0.525, 0.516, 0.279, -0.809, -0.387, 0.632, -0.978, -1.157, 0.665, 0.914, -1.744, -0.108, 0.151, -0.460, -0.417, 0.265, 0.333, 0.374, 0.507, 0.456, 0.483, 0.454, 0.321, 0.590, -0.190, 0.569, 0.275, -0.823, 0.098, -0.606, -0.618, 0.093, -0.454, 0.331, 0.339, 0.334, 0.477, 0.427, 0.461]}

(3)
{"formula": "C23H23NO3", "method": "the ωB97M-V functional and the def2-TZVPD basis", "lumo_energy_ev": 0.743, "total_energy_ev": -31856.7619, "homo_energy_ev": -8.6, "smiles": "COc1cccc(CN(C)C(=O)c2cccc(OCc3ccccc3)c2)c1", "largest_force_ev_per_a": 0.401, "orbital_gap_ha": 0.34209, "species": ["C", "O", "C", "C", "C", "C", "C", "C", "N", "C", "C", "O", "C", "C", "C", "C", "C", "O", "C", "C", "C", "C", "C", "C", "C", "C", "C", "H", "H", "H", "H", "H", "H", "H", "H", "H", "H", "H", "H", "H", "H", "H", "H", "H", "H", "H", "H", "H", "H", "H"], "xyz": [[-6.09066, -2.83727, -1.61896], [-5.13721, -1.81509, -1.46667], [-5.12382, -1.10303, -0.30596], [-5.96923, -1.32566, 0.77603], [-5.85490, -0.53409, 1.90676], [-4.90877, 0.47014, 1.97905], [-4.06373, 0.70290, 0.90016], [-3.02085, 1.78939, 0.94563], [-1.70089, 1.29028, 0.60861], [-1.13260, 0.35576, 1.54595], [-1.13552, 1.65455, -0.56523], [-1.69848, 2.38135, -1.36455], [0.24398, 1.13549, -0.83415], [0.45660, 0.27462, -1.90558], [1.74058, -0.14244, -2.19805], [2.82164, 0.29709, -1.45155], [2.61601, 1.17330, -0.39159], [3.59404, 1.68314, 0.40872], [4.93898, 1.36826, 0.12361], [5.30581, -0.07708, 0.36373], [6.37355, -0.64711, -0.31786], [6.72462, -1.96522, -0.08900], [6.00741, -2.72786, 0.81758], [4.94230, -2.16479, 1.49882], [4.59564, -0.84392, 1.27686], [1.31904, 1.58535, -0.08644], [-4.17637, -0.08321, -0.23310], [-5.95533, -3.62942, -0.87485], [-5.92587, -3.24810, -2.61384], [-7.11207, -2.44834, -1.55397], [-6.71552, -2.10382, 0.75096], [-6.51520, -0.71210, 2.74288], [-4.82946, 1.07731, 2.86866], [-2.98808, 2.24292, 1.94217], [-3.25700, 2.56135, 0.20646], [-0.26310, -0.13428, 1.11549], [-1.87829, -0.40204, 1.79837], [-0.83411, 0.86870, 2.46561], [-0.38134, -0.05961, -2.49722], [1.91174, -0.81886, -3.02230], [3.81126, -0.05147, -1.70077], [5.19228, 1.65833, -0.90576], [5.51388, 2.00547, 0.80634], [6.93044, -0.05445, -1.03031], [7.55688, -2.39939, -0.62315], [6.27865, -3.75851, 0.99146], [4.37991, -2.75466, 2.20754], [3.76679, -0.40108, 1.80952], [1.17682, 2.27113, 0.73460], [-3.53536, 0.08798, -1.08360]], "atomic_forces_ev_per_a": [[-0.1630, -0.1776, -0.0116], [0.1953, 0.2732, 0.1019], [0.1262, 0.1411, 0.0583], [-0.1149, -0.2191, -0.2040], [0.0130, 0.0560, 0.0435], [-0.0043, 0.0623, 0.0096], [-0.0826, -0.1099, 0.0243], [-0.0595, 0.2767, -0.2018], [-0.1760, 0.0165, 0.1974], [0.1441, -0.2016, 0.1748], [0.0765, 0.0524, 0.0115], [-0.0382, 0.0383, -0.2983], [0.3297, 0.0932, -0.2091], [-0.1061, -0.0046, 0.0410], [-0.1291, 0.0213, -0.0025], [0.2841, 0.1138, 0.0915], [-0.2996, -0.0275, -0.0928], [-0.1682, 0.0106, 0.0823], [0.3485, 0.0969, -0.0251], [-0.0627, 0.0185, 0.0260], [-0.1023, 0.1200, 0.0562], [0.0845, -0.0642, -0.0197], [0.0463, -0.0997, -0.0023], [-0.0191, -0.0280, 0.0548], [0.0038, 0.0959, -0.0003], [0.1091, -0.0660, -0.0506], [-0.1093, -0.1147, -0.0297], [-0.0172, 0.0426, -0.0247], [-0.0511, -0.0047, 0.0802], [0.0403, -0.0187, 0.0117], [-0.0477, -0.0810, -0.0374], [-0.0493, -0.0259, 0.0639], [0.0331, 0.0666, 0.0991], [-0.0312, -0.0264, -0.0613], [0.0251, -0.0639, 0.2132], [-0.0757, -0.0183, 0.0959], [0.0493, -0.0125, 0.0063], [0.0229, -0.0536, 0.0184], [-0.0868, -0.0182, -0.0803], [0.0147, -0.0555, -0.0602], [0.0721, -0.0179, -0.0017], [-0.0369, -0.0340, 0.1094], [-0.0800, -0.0671, -0.1827], [0.0509, 0.0529, -0.1013], [0.0643, -0.0409, -0.0431], [0.0185, -0.0840, 0.0085], [-0.0435, -0.0523, 0.0540], [-0.0870, 0.0314, 0.0244], [-0.0226, 0.0856, 0.1307], [0.1115, 0.0224, -0.1482]], "mulliken_charge": [-0.882, -0.397, 0.640, -0.505, -0.730, -0.816, 0.658, -1.200, 0.170, -0.990, 0.419, -0.644, -0.008, -0.565, -1.018, -0.319, 0.408, -0.411, -0.886, 0.423, -0.389, -0.517, -0.403, -0.599, -0.141, 0.205, -0.329, 0.350, 0.241, 0.360, 0.404, 0.368, 0.354, 0.400, 0.374, 0.401, 0.328, 0.278, 0.504, 0.384, 0.360, 0.418, 0.342, 0.372, 0.374, 0.379, 0.379, 0.426, 0.498, 0.530]}